(1)
119
Properties=species:S:1:pos:R:3:forces:R:3 method="wB97M-V/def2-TZVPD" charge=-1 energy_ev=-116898.996 gap_ha="0.25654 / 0.24854" relative_energy_kj_mol=88.31 multiplicity=6 s2=8.7612
Fe 0.27317 0.47313 -0.19597 0.59 0.14 0.67
C -2.86593 1.69828 0.08069 -0.28 0.01 0.01
N -2.40770 0.36350 -0.28634 0.18 -0.04 0.12
C -2.96214 0.00560 -1.58576 -0.12 -0.03 -0.01
C -2.82672 -0.58902 0.73598 -0.02 -0.19 0.08
C -2.08017 -1.90756 0.65747 -0.20 0.11 -0.04
N -0.67784 -1.75313 0.99180 0.10 0.10 -0.12
C -0.51884 -1.60672 2.44509 0.03 0.09 0.16
C 0.84915 -1.18711 2.89346 -0.06 0.25 -0.17
C 1.68325 -2.03994 3.58921 0.04 -0.07 0.07
C 2.89609 -1.59176 4.09587 -0.07 0.04 0.02
C 3.17431 -0.23734 3.93451 0.01 -0.16 0.02
C 2.35532 0.67193 3.27670 -0.30 0.15 -0.31
C 1.18964 0.16087 2.63450 0.59 -0.60 0.47
O 0.37459 0.83501 1.85625 -0.61 0.55 -1.53
C 2.74182 2.15871 3.39302 -0.02 0.08 0.06
C 1.74988 3.11365 2.72875 0.04 -0.13 0.04
C 4.11955 2.43368 2.77832 -0.08 -0.06 0.04
C 2.78312 2.50731 4.89436 -0.01 -0.01 -0.08
C 3.88305 -2.48993 4.83628 0.04 -0.02 0.01
C 3.32829 -3.90126 5.04589 0.02 0.12 -0.05
C 4.19423 -1.89233 6.21752 0.00 -0.04 -0.06
C 5.17470 -2.59458 4.01338 -0.03 -0.03 0.06
C 0.07222 -2.94336 0.57949 0.13 -0.01 -0.03
C 0.14951 -3.19627 -0.89173 0.15 0.10 0.05
C -0.41105 -4.32578 -1.46508 -0.03 -0.06 -0.07
C -0.13858 -4.67098 -2.78192 0.03 -0.03 -0.06
C 0.82037 -3.90043 -3.44697 0.38 -0.23 0.41
C 1.42854 -2.77863 -2.90659 0.53 -0.29 0.36
C 0.97835 -2.31939 -1.62591 -0.13 -0.51 -0.05
O 1.32590 -1.19081 -1.09024 -0.15 0.79 0.26
C 2.68705 -2.18290 -3.54314 0.04 0.14 -0.04
C 3.83547 -2.49699 -2.56829 -0.11 0.00 0.04
C 3.02638 -2.81615 -4.89641 -0.08 0.02 0.11
C 2.59484 -0.66418 -3.74946 -0.03 -0.06 -0.02
C -0.72611 -5.90309 -3.46649 -0.03 -0.05 -0.05
C -1.77103 -6.60381 -2.59467 0.08 0.06 -0.05
C 0.39721 -6.90599 -3.77520 -0.12 0.02 -0.01
C -1.41265 -5.49705 -4.77925 0.02 -0.25 0.11
H -3.96074 1.73041 0.20486 -0.01 -0.10 0.02
H -2.57714 2.40422 -0.69385 -0.20 -0.05 0.07
H -2.38623 2.00577 1.00890 -0.09 -0.03 -0.01
H -4.06388 -0.02240 -1.55278 0.03 0.00 0.06
H -2.59775 -0.96978 -1.90066 -0.05 0.04 -0.02
H -2.64840 0.73746 -2.32605 -0.13 -0.06 0.04
H -3.90895 -0.79066 0.66284 0.01 0.10 0.00
H -2.63987 -0.12853 1.70611 -0.08 0.03 -0.02
H -2.13771 -2.31432 -0.35368 -0.06 -0.04 0.02
H -2.56921 -2.63313 1.33245 0.03 -0.01 -0.05
H -0.79563 -2.55472 2.93859 -0.02 0.00 -0.06
H -1.21223 -0.83486 2.78143 -0.01 -0.07 0.01
H 1.35958 -3.06556 3.72637 0.01 -0.01 0.03
H 4.09738 0.13819 4.36076 -0.01 0.05 0.01
H 1.68058 2.91028 1.66506 -0.02 0.03 -0.05
H 2.09091 4.14389 2.87115 0.03 0.00 0.03
H 0.75600 3.01291 3.16642 -0.04 0.01 -0.04
H 4.07855 2.30617 1.70049 0.07 -0.02 -0.08
H 4.88413 1.75985 3.16580 0.03 0.00 -0.01
H 4.42277 3.46268 2.99267 -0.01 0.01 0.03
H 1.84875 2.21506 5.37790 -0.01 0.01 0.03
H 2.91594 3.58455 5.02472 0.04 0.01 0.00
H 3.60363 1.99857 5.40234 -0.01 -0.01 0.05
H 2.40255 -3.87684 5.62387 -0.02 -0.04 0.00
H 4.05450 -4.50772 5.59110 0.02 0.00 0.00
H 3.13390 -4.38876 4.08953 -0.04 -0.04 0.01
H 3.26913 -1.70817 6.76656 0.00 -0.01 0.03
H 4.72766 -0.94600 6.12970 0.00 0.03 0.02
H 4.81583 -2.57608 6.80171 0.03 -0.01 -0.01
H 4.96455 -3.03784 3.03907 0.02 0.01 -0.03
H 5.91259 -3.21658 4.52856 0.02 0.00 0.01
H 5.61062 -1.61043 3.84007 0.01 0.01 -0.01
H -0.34352 -3.83726 1.07879 -0.02 0.06 0.04
H 1.09038 -2.79165 0.94535 -0.01 -0.08 0.02
H -1.03626 -4.95722 -0.84300 -0.04 0.02 0.00
H 1.12099 -4.21286 -4.43905 0.02 0.00 -0.01
H 3.87426 -3.57109 -2.36824 0.03 -0.02 -0.04
H 3.68124 -1.97641 -1.62510 0.06 0.00 0.02
H 4.79808 -2.18291 -2.97943 0.00 0.07 -0.02
H 3.25603 -3.87940 -4.79541 -0.03 -0.03 -0.05
H 3.91061 -2.32051 -5.30192 0.02 0.00 0.00
H 2.21218 -2.68893 -5.61457 -0.01 -0.02 -0.03
H 2.29507 -0.17219 -2.82825 0.04 0.08 0.00
H 1.86978 -0.43068 -4.53326 0.18 -0.03 0.00
H 3.56976 -0.27261 -4.05123 0.02 -0.02 -0.02
H -1.32098 -7.02111 -1.69260 -0.02 0.01 0.04
H -2.22694 -7.42408 -3.15359 0.01 -0.02 0.00
H -2.56014 -5.90837 -2.30389 -0.04 -0.03 0.04
H 0.94663 -7.15099 -2.86522 0.01 -0.01 0.00
H 1.10255 -6.49307 -4.49680 0.05 -0.01 0.01
H -0.01910 -7.82793 -4.19168 0.02 -0.01 -0.03
H -2.24606 -4.82181 -4.57316 -0.04 -0.07 -0.05
H -1.80000 -6.37963 -5.29598 -0.01 0.00 -0.01
H -0.71509 -4.99114 -5.44741 0.00 -0.12 -0.06
S -0.06730 2.21532 -4.70025 -0.02 -0.16 0.41
C -0.36999 0.53089 -4.98612 -0.14 0.06 0.19
C -0.48062 -0.12941 -6.20020 0.05 0.12 -0.10
C -0.75745 -1.48482 -6.18332 0.02 0.03 0.13
C -0.92095 -2.15619 -4.97156 -0.33 0.10 -0.30
C -0.79998 -1.50223 -3.76179 -0.38 0.44 0.00
C -0.51093 -0.13796 -3.75467 -0.17 -0.22 -0.73
N -0.37358 0.66799 -2.64805 0.40 0.32 0.56
C -0.15962 1.90605 -2.96031 0.13 -0.22 -0.87
C -0.10482 2.97584 -1.98311 -0.05 0.30 0.34
C 0.06950 4.31450 -2.34919 -0.11 -0.18 -0.12
C -0.02622 5.30456 -1.39221 0.03 0.08 0.02
C -0.29963 4.95532 -0.07221 -0.09 -0.13 -0.05
C -0.42679 3.61911 0.28252 0.03 0.13 0.12
C -0.31879 2.60214 -0.65776 1.05 -0.77 0.22
H -0.35467 0.40731 -7.13148 0.00 -0.02 -0.02
H -0.84561 -2.02559 -7.11678 -0.02 -0.02 -0.02
H -1.14019 -3.21520 -4.97734 0.05 0.47 -0.01
H -0.89196 -2.03664 -2.82621 -0.31 0.06 -0.21
H 0.27644 4.56776 -3.38312 -0.03 0.08 -0.02
H 0.10664 6.34392 -1.66505 0.01 -0.01 -0.02
H -0.40647 5.72617 0.68182 0.05 0.02 0.01
H -0.61742 3.36708 1.31950 0.11 0.00 0.00
S 4.78687 0.05555 -0.00473 0.45 -0.18 0.06
C 3.32601 0.68973 -0.20610 -0.52 0.36 -0.09
N 2.27225 1.19589 -0.35744 -0.48 -0.23 0.09



(2)
10
Properties=species:S:1:pos:R:3:forces:R:3 method="wB97M-V/def2-TZVPD" charge=0 energy_ev=-75741.269 gap_ha=0.32722 relative_energy_kj_mol=298.21
C 1.69555 0.46194 -0.66438 -0.05 -1.14 -0.84
C -1.03164 0.24043 1.39127 -0.92 0.11 -0.81
C -0.52739 -0.59931 0.50819 0.55 1.56 -2.62
C 0.47942 0.24056 -1.34850 -2.39 0.12 3.51
N 2.70938 0.39346 -0.14407 1.18 0.48 0.69
Br -0.75493 -2.46328 0.35336 0.37 0.65 0.23
H -1.63980 -0.10308 2.20662 0.10 -0.54 0.51
H -1.23036 1.30352 1.20727 1.01 -0.31 -0.10
H -0.01019 1.19182 -1.61548 -0.17 -0.90 -0.07
H 0.30996 -0.66605 -1.89428 0.32 0.00 -0.49



(3)
52
Properties=species:S:1:pos:R:3:forces:R:3 method="wB97M-V/def2-TZVPD" charge=0 energy_ev=-53970.369 gap_ha=0.33586 relative_energy_kj_mol=5.05
C -3.96805 -0.08220 -3.83586 -0.04 -0.03 0.05
C -3.30454 1.07410 -3.15506 0.05 0.03 0.00
C -3.94195 2.30603 -3.06768 -0.01 -0.02 -0.01
C -3.34810 3.36788 -2.41152 -0.08 -0.07 -0.07
C -2.10435 3.19942 -1.82681 0.33 0.54 0.29
S -1.36042 4.55230 -0.92506 -0.15 0.01 -0.01
C -2.12090 4.24971 0.73430 -0.10 0.16 -0.52
C -3.59880 4.58467 0.76185 0.11 -0.08 0.10
C -1.85876 2.79286 1.08822 0.10 0.36 0.12
O -2.74614 1.98953 1.24672 -0.14 -0.13 0.04
N -0.52275 2.51707 1.17319 0.43 0.12 0.20
C 0.10368 1.28491 1.33422 -0.06 -0.33 0.06
C -0.60279 0.11038 1.59097 -0.15 0.06 -0.01
C 0.08277 -1.08328 1.72534 0.14 -0.10 0.04
C 1.45860 -1.10750 1.60504 0.15 -0.64 0.10
S 2.35776 -2.64377 1.72994 -0.12 0.46 -0.45
O 3.55589 -2.43977 2.48921 0.18 0.15 -0.12
O 1.45221 -3.67896 2.14880 -0.17 0.16 -0.13
N 2.81655 -2.81594 0.11777 -0.13 0.24 1.00
C 1.77131 -3.34032 -0.73922 -0.37 -0.39 -0.21
C 1.72280 -4.87115 -0.68163 -0.27 0.17 0.02
O 2.98683 -5.42815 -0.97258 0.07 -0.04 -0.18
C 3.96201 -4.97760 -0.05694 0.23 0.22 0.03
C 4.09888 -3.45464 -0.11234 0.41 -0.45 0.17
C 2.17177 0.05046 1.35583 0.00 0.18 0.01
C 1.49700 1.24637 1.22191 0.01 -0.13 0.02
C -1.44078 1.98779 -1.92676 -0.01 -0.10 -0.07
C -2.04520 0.93306 -2.58369 -0.03 -0.02 -0.04
H -4.63690 0.26064 -4.62166 -0.04 -0.04 -0.07
H -4.55838 -0.64514 -3.11226 -0.06 -0.08 -0.02
H -3.23066 -0.75619 -4.26517 0.00 -0.07 -0.06
H -4.91575 2.43691 -3.51693 -0.10 0.00 -0.07
H -3.84380 4.32524 -2.35524 -0.03 0.07 0.02
H -1.55676 4.91099 1.39723 0.01 -0.07 0.02
H -3.97174 4.50197 1.78049 -0.11 -0.03 0.06
H -3.76439 5.59711 0.40214 0.01 0.05 -0.01
H -4.15136 3.88178 0.14229 -0.04 0.01 0.02
H 0.10133 3.28756 0.96432 -0.23 -0.15 -0.05
H -1.67573 0.14258 1.67819 0.00 -0.01 0.01
H -0.43764 -2.00457 1.93493 -0.13 -0.07 0.02
H 0.82303 -2.91636 -0.40769 -0.13 -0.02 -0.21
H 1.98198 -3.00948 -1.76188 -0.06 0.01 0.08
H 1.03655 -5.26652 -1.43256 -0.03 0.07 0.08
H 1.39600 -5.17734 0.32139 0.00 -0.03 -0.18
H 4.89532 -5.46639 -0.34113 -0.02 0.05 0.11
H 3.68398 -5.27289 0.96595 0.07 -0.04 -0.07
H 4.77841 -3.10032 0.66168 0.17 -0.07 -0.17
H 4.45740 -3.14238 -1.09856 -0.03 0.00 0.08
H 3.24526 -0.00493 1.27841 0.16 0.11 -0.05
H 2.04252 2.15871 1.02679 0.07 0.09 -0.02
H -0.45755 1.86800 -1.49702 0.07 0.01 0.06
H -1.52989 -0.01423 -2.65040 0.05 -0.11 -0.04